(1)
{
  "formula": "C19H38N4O2",
  "method": "the ωB97M-V functional and the def2-TZVPD basis",
  "elements": ["C", "C", "C", "C", "C", "C", "C", "C", "C", "C", "C", "C", "C", "C", "C", "N", "C", "N", "C", "N", "N", "H", "H", "H", "H", "H", "H", "H", "H", "H", "H", "H", "H", "H", "H", "H", "H", "H", "H", "H", "H", "H", "H", "H", "H", "H", "H", "H", "H", "H", "H", "H", "H", "H", "H", "H", "C", "C", "O", "O", "H", "H", "H"],
  "coordinates": [[3.075, -1.241, 2.263], [3.402, -2.815, 1.918], [3.930, -3.091, 0.391], [3.457, -1.983, -0.721], [1.835, -1.785, -0.855], [1.173, -2.386, -2.230], [-0.329, -2.976, -1.789], [-1.282, -1.663, -1.543], [-2.405, -1.833, -0.360], [-2.759, -0.467, 0.470], [-2.965, 0.877, -0.442], [-2.676, 2.296, 0.326], [-1.310, 2.336, 1.230], [-0.025, 1.546, 0.590], [1.331, 2.268, 1.247], [2.056, 2.904, 0.072], [1.596, 4.060, -0.799], [2.703, 4.220, -1.838], [3.728, 3.142, -1.459], [4.916, 2.835, -2.081], [3.301, 2.335, -0.235], [1.984, -1.033, 1.830], [2.968, -1.156, 3.434], [3.871, -0.478, 1.847], [4.290, -3.132, 2.649], [2.507, -3.550, 2.204], [3.641, -4.202, 0.120], [5.119, -3.057, 0.420], [4.002, -0.960, -0.508], [3.858, -2.356, -1.772], [1.261, -2.197, 0.082], [1.638, -0.615, -0.871], [1.821, -3.186, -2.786], [0.984, -1.475, -2.958], [-0.250, -3.694, -0.867], [-0.727, -3.537, -2.756], [-1.890, -1.498, -2.557], [-0.656, -0.656, -1.408], [-1.933, -2.591, 0.433], [-3.356, -2.404, -0.789], [-1.973, -0.371, 1.334], [-3.806, -0.667, 1.009], [-4.118, 0.895, -0.752], [-2.366, 0.901, -1.447], [-3.579, 2.553, 1.027], [-2.640, 3.135, -0.523], [-1.537, 1.983, 2.329], [-0.986, 3.482, 1.313], [0.026, 0.419, 0.962], [0.067, 1.601, -0.575], [1.019, 3.070, 2.075], [2.021, 1.428, 1.711], [0.589, 4.679, -0.734], [5.816, 2.634, -1.591], [4.898, 2.772, -3.137], [3.812, 1.544, 0.223], [-7.134, 1.036, 1.210], [-6.856, -0.354, 0.665], [-6.286, -0.388, -0.461], [-7.234, -1.300, 1.411], [-6.785, 1.811, 0.521], [-8.209, 1.168, 1.362], [-6.621, 1.169, 2.167]],
  "total_energy_ha": -1115.7647,
  "charge": 0,
  "orbital_gap_ev": 3.24
}

(2)
{
  "formula": "C4H4N4",
  "method": "the ωB97M-V functional and the def2-TZVPD basis",
  "elements": ["C", "C", "C", "C", "H", "H", "H", "H", "N", "N", "N", "N"],
  "coordinates": [[1.139, -0.025, -0.060], [0.513, 1.228, -0.482], [-0.816, 1.418, -0.255], [-1.384, -0.711, 0.516], [2.249, 0.908, 1.089], [1.116, 2.042, -0.829], [-1.268, 2.311, -0.756], [-1.840, -1.360, 1.265], [2.110, -0.065, 0.760], [-1.667, 0.568, 0.495], [-0.592, -1.474, -0.475], [0.582, -1.224, -0.649]],
  "total_energy_ha": -373.7259,
  "charge": 0,
  "orbital_gap_ev": 9.08,
  "smiles": "[H]/N=c1\\ccncnn1"
}